Formula: C17H41N2O15P3S
Source: the Open Molecules 2025 dataset
Level of theory: ωB97M-V with the def2-TZVPD basis set

Last column: Löwdin charge in e.
CARTESIAN COORDINATES (ANGSTROEM)
P  -2.0907  2.1672  -2.4045  0.7467
C  -1.2393  1.7294  -4.9094  -0.3041
C  1.3378  -0.3513  -2.2299  -0.2939
H  -0.4408  3.0562  -6.4191  0.0772
C  0.9184  -0.6177  -0.7937  -0.0625
H  -0.1655  -0.7287  -0.7217  0.0501
H  0.3371  -2.0330  3.8391  0.1077
O  4.7589  -0.3747  -3.3824  -0.2077
C  -1.3223  0.5837  3.8112  -0.2437
O  -2.4176  3.4261  -3.2446  -0.2204
H  0.9290  0.6112  -2.5517  0.1032
H  -2.2814  1.9684  -5.1455  0.1053
P  3.6566  -1.5729  -2.7972  0.7336
C  6.6978  -2.6161  -2.2932  -0.0842
C  -3.2775  -2.7219  6.6804  -0.0209
P  -0.8831  1.2514  5.5528  0.7581
H  -0.0007  -3.1542  5.3171  0.1230
H  1.2299  0.2092  -0.1488  0.0803
H  -0.4777  4.3823  -0.1669  0.1213
H  7.4398  -3.3949  -2.0969  0.0781
O  -5.0725  1.5219  3.1716  -0.2832
N  -1.6778  -1.9479  4.6537  -0.1315
H  4.9774  -3.6775  -1.5262  0.1061
O  2.7487  -0.2615  -2.3159  -0.2220
H  -0.9991  0.8037  -5.4409  0.1148
H  -1.0099  0.4024  7.6142  0.0953
N  -1.9687  2.2988  6.1715  -0.1985
H  7.1746  -1.6360  -2.1919  0.0857
C  -0.4697  -2.7786  4.2855  -0.0728
O  -0.9244  2.9101  -1.4928  -0.2352
H  0.7476  2.5137  -5.2156  0.0677
O  -4.2326  0.4343  5.2459  -0.3017
H  -0.3327  0.6316  3.1849  0.1509
H  3.8083  0.0619  -6.5890  0.0824
H  5.6953  0.3608  -5.0337  0.1238
H  -0.4237  3.7428  -4.7788  0.0755
H  -1.5149  3.2379  6.2923  0.0053
H  6.3717  -2.7112  -3.3336  0.0597
O  4.6450  -1.6361  -1.4696  -0.2376
H  -4.1874  -1.3915  -2.2932  0.0851
O  -3.4212  -0.7661  3.1461  -0.1848
H  -3.8090  0.1111  -3.1521  0.0710
H  -0.6711  -3.6454  3.5260  0.1134
H  1.3936  -1.5190  -0.3942  0.0729
O  2.6702  -2.6452  -2.2735  -0.2282
O  -3.5940  -3.5830  4.2724  -0.0071
H  2.8753  -0.7972  -5.3520  0.0692
C  -2.0100  -0.8923  3.6247  -0.2800
S  -3.8716  0.7532  3.7747  0.8657
H  -4.3108  -3.2314  6.8854  0.0948
H  -3.6147  0.4869  -0.6971  0.1091
C  -2.8420  -0.0818  -1.2242  -0.3176
H  -2.3692  -3.2297  7.2499  0.0954
H  -2.6028  -1.1701  -3.0790  0.0882
H  -2.5089  -0.8868  -0.5620  0.1154
O  -1.0685  1.4790  -3.5258  -0.2544
H  -2.0701  3.7013  1.5664  0.0852
C  -1.8790  3.0272  0.7270  -0.0849
H  5.2901  -1.3592  -5.1097  0.1034
C  3.6359  -0.0257  -5.5121  -0.0834
O  -1.7256  0.7607  -1.4659  -0.2499
C  -1.3473  3.7928  -0.4685  -0.2949
H  -2.8165  2.5207  0.4770  0.0672
H  3.2243  0.9156  -5.1373  0.0829
H  -1.1692  2.2562  1.0436  0.0710
C  -3.3922  -0.6717  -2.5095  -0.0739
H  -3.3059  -1.5881  7.0296  0.0850
H  1.1323  1.6829  4.6376  0.0780
H  -2.1013  4.4868  -0.8524  0.1100
C  5.5196  -2.7439  -1.3478  -0.3085
O  0.6390  2.1290  5.4101  -0.2358
O  -2.4055  1.5368  3.3969  -0.2751
O  -0.6309  0.0130  6.7566  -0.2521
H  -1.4942  -1.3133  2.6338  0.1716
C  -2.8715  -2.7816  5.0586  -0.2739
C  4.9245  -0.3774  -4.7920  -0.3215
C  -0.2903  2.8266  -5.3623  -0.0687
H  5.8801  -2.7624  -0.3160  0.1183
H  0.9441  -1.1077  -2.9167  0.1100

HOMO-LUMO gap in eV: 7.2
M in u: 638.50
2S+1: 1
SMILES: CC(=O)N(C)[C@H]1OS(=O)(=O)O[C@H]1P(=N)(O)O.CCOP(=O)(OCC)OCC.CCOP(=O)(OCC)OCC

Formula: C20H51N5O8P
Source: the Open Molecules 2025 dataset
Level of theory: ωB97M-V with the def2-TZVPD basis set

Last column: Löwdin charge in e.
CARTESIAN COORDINATES (ANGSTROEM)
C  4.5466  6.0974  -2.2864  -0.2355
H  4.6129  5.6782  -3.2943  0.1193
H  -6.3154  -8.6458  -0.9117  0.1188
C  4.9857  7.5572  -2.3815  -0.2020
O  5.9882  -0.4534  -1.5447  -0.0910
H  3.0049  9.2159  -1.3443  0.1204
H  -5.0354  -4.3008  0.1074  0.1120
H  4.3299  0.3265  -3.1280  0.0908
C  -5.9427  -3.8853  -2.2566  -0.1046
H  3.4988  5.9887  -1.9835  0.1125
C  -0.8362  -2.7990  4.1140  -0.2144
H  5.4013  4.3434  0.3138  0.0933
H  -6.5116  -3.0739  -2.7127  0.0862
H  -2.8062  -5.5223  -0.0361  0.1053
H  -0.6127  -0.3394  2.0433  0.0898
H  -2.3086  -0.8323  1.7360  0.0655
N  -3.9244  -6.3542  -1.5906  -0.0492
H  -4.2082  -1.4408  5.4090  0.0844
H  -6.9703  -7.2132  -4.4960  0.0868
N  4.2089  2.3175  -2.5269  -0.0155
C  -6.1620  -7.5936  -3.8731  -0.1182
H  4.6359  2.8240  -1.7612  0.0425
H  3.0191  7.6128  -0.5815  0.1068
N  4.9100  8.3801  -1.1743  -0.0546
C  -4.9154  -7.0473  -0.7771  -0.2173
C  -0.0748  -2.6126  1.1027  -0.2237
H  6.0314  7.5647  -2.6990  0.1161
H  0.6668  -2.1164  1.7360  0.1104
H  -3.9448  -1.6699  3.6547  0.0754
H  -1.4936  0.2714  0.6333  0.0871
O  -6.5534  -7.4361  -2.5226  -0.1960
H  -5.7081  -4.6027  -3.0483  0.0701
H  -4.3630  -6.0483  -2.4483  0.0659
H  5.5291  7.9636  3.0573  0.0890
H  -1.5490  -4.1467  1.1225  0.0852
C  -1.7171  -2.1829  5.1820  -0.2190
H  -2.4747  -2.8918  5.5295  0.1182
O  5.2976  1.0967  -0.1227  -0.0661
C  5.0951  5.3059  -0.0978  -0.0870
C  4.1448  0.8894  -2.2151  -0.4515
H  -6.0002  -8.6478  -4.1167  0.0859
C  -4.2350  -4.0179  -0.5873  -0.2195
H  -5.6483  -6.3518  -0.3475  0.1045
H  4.7776  2.4810  -3.3420  0.0563
H  1.8957  -0.4634  -2.5344  -0.0320
C  -0.8455  -3.7079  1.8339  -0.1940
H  4.1376  10.1328  0.7199  0.1187
C  3.5728  9.1957  0.7182  -0.2224
O  4.0626  8.2851  1.6939  -0.1913
O  -4.7644  -3.3300  -1.7074  -0.1707
H  1.6566  1.6525  -1.7555  -0.0168
C  -3.7003  -1.0481  4.5225  -0.1214
H  4.0292  5.4438  0.0985  0.0915
N  -1.6308  -3.3233  3.0091  -0.0513
O  -2.3047  -0.9683  4.7277  -0.1919
H  -2.2999  -2.6200  2.7270  0.0611
H  -1.0874  -1.9239  6.0383  0.1193
C  -5.6811  -8.0697  -1.5921  -0.2186
H  5.4754  7.9446  -0.4582  0.0662
P  2.4288  0.4734  -1.6067  0.7266
H  -5.2558  -7.0225  -4.0987  0.0784
H  -5.0033  -8.7708  -2.0870  0.1207
H  -6.5676  -4.3618  -1.4967  0.0873
H  2.5413  9.4294  0.9993  0.1184
H  1.7919  0.5691  0.3911  -0.0670
C  5.3285  8.6308  2.2206  -0.1178
H  -0.1499  -4.5020  2.1229  0.1191
C  5.2279  0.4781  -1.1881  -0.7931
H  -4.0628  -0.0388  4.3327  0.0873
N  2.3873  -0.0734  -0.1201  -0.3077
H  -0.2590  -3.6168  4.5558  0.1225
C  -3.3222  -5.1890  -0.9406  -0.1949
H  6.1225  8.4995  1.4785  0.0777
C  -1.3428  -0.5989  1.2734  -0.1080
H  -2.5537  -4.8154  -1.6211  0.1261
O  -0.9000  -1.6618  0.4562  -0.1874
H  5.6749  6.0807  0.4143  0.0687
H  4.4110  8.0495  -3.1733  0.1135
H  0.4935  -3.0974  0.3059  0.1239
C  3.5584  8.5651  -0.6600  -0.2189
O  5.3844  5.2910  -1.4867  -0.1856
H  -3.6195  -3.2849  -0.0580  0.1126
H  -4.4052  -7.5563  0.0460  0.1237
H  5.3355  9.6624  2.5864  0.0842
H  -0.1332  -2.0271  3.7785  0.1097

ΔE to the lowest compared entry with this formula, charge and spin in kJ/mol: 44.1
HOMO-LUMO gap in eV: 6.2
M in u: 520.63
2S+1: 1
Net charge: -1